# 1
ORCA calculation (the ωB97M-V functional and the def2-TZVPD basis) on a cluster of 3 separate species, C14H22F16O4P2 in total.

Geometry as ORCA input:
```
! wB97M-V def2-TZVPD RIJCOSX def2/J DEFGRID3
* xyz 0 1
C -1.07 0.62 -4.24
C 0.20 0.87 -4.98
C 1.14 1.75 -4.22
O 1.58 1.26 -2.97
P 2.29 -0.30 -2.92
P 3.10 -2.37 -2.63
C 1.91 -3.38 -3.59
O 4.53 -2.49 -3.47
H -1.68 -0.01 -4.84
H -0.91 0.15 -3.30
H -1.55 1.55 -4.08
H -0.05 1.41 -5.86
H 0.64 -0.03 -5.33
H 1.97 2.03 -4.83
H 0.62 2.65 -4.01
H 3.04 0.12 -1.82
H 1.01 -0.87 -2.76
H 2.91 -0.10 -4.19
H 0.94 -3.07 -3.31
H 1.99 -4.40 -3.33
H 2.05 -3.26 -4.64
H 4.37 -2.47 -4.41
C -1.97 2.98 1.33
C -2.07 1.49 0.99
C -1.69 1.06 -0.43
F -2.48 1.64 -1.35
F -1.85 -0.28 -0.52
F -3.31 1.04 1.30
F -1.18 0.85 1.80
O -3.15 3.75 1.25
C -3.58 4.26 0.06
C -4.89 3.62 -0.38
F -4.76 2.28 -0.47
F -5.22 4.11 -1.59
F -2.63 4.15 -0.89
F -3.82 5.57 0.25
H -1.70 3.02 2.38
H -1.16 3.46 0.78
H -0.65 1.30 -0.64
H -5.68 3.85 0.34
C 2.00 -1.06 5.23
C 1.48 -2.19 6.14
C 1.95 -3.61 5.83
F 1.59 -3.99 4.59
F 1.39 -4.45 6.73
F 0.13 -2.15 6.18
F 1.94 -1.91 7.39
O 1.17 -0.64 4.17
C 1.17 -1.31 2.98
C -0.17 -1.99 2.73
F -0.46 -2.85 3.73
F -0.08 -2.70 1.58
F 2.19 -2.18 2.91
F 1.35 -0.39 2.01
H 2.06 -0.18 5.88
H 3.01 -1.26 4.89
H 3.04 -3.68 5.93
H -0.97 -1.26 2.64
*
```

Summary:
molar mass = 620.24 g mol⁻¹
LUMO energy = 0.539 eV
SMILES string = FC(F)C(F)(F)COC(F)(F)C(F)F.FC(F)C(F)(F)COC(F)(F)C(F)F.CCCO[PH3]P(C)O
E_tot = -3128.1233 Eh


# 2
ORCA calculation (the ωB97M-V functional and the def2-TZVPD basis) on the molecule C22H31N3O5S.

Geometry as ORCA input:
```
! wB97M-V def2-TZVPD RIJCOSX def2/J DEFGRID3
* xyz 0 1
C 3.74 4.86 0.29
C 2.81 4.40 1.41
O 1.51 4.09 0.94
C 1.28 2.93 0.28
C 2.20 1.91 0.09
C 1.84 0.75 -0.58
C 0.55 0.58 -1.07
C -0.37 1.61 -0.89
C -0.01 2.76 -0.22
H -0.73 3.55 -0.07
H -1.37 1.51 -1.26
N 0.16 -0.59 -1.76
S -1.44 -1.07 -1.70
O -2.00 -0.81 -0.40
O -1.50 -2.42 -2.18
C -2.25 -0.06 -2.90
C -3.38 0.71 -2.79
O -3.65 1.23 -3.99
N -2.73 0.82 -4.89
C -1.88 0.05 -4.28
C -0.73 -0.60 -4.94
H -0.74 -1.67 -4.72
H -0.78 -0.44 -6.01
H 0.20 -0.18 -4.55
C -4.26 1.01 -1.64
H -5.27 0.67 -1.85
H -3.87 0.51 -0.76
H -4.29 2.08 -1.47
C 1.12 -1.66 -1.91
H 0.63 -2.45 -2.48
H 1.99 -1.32 -2.48
C 1.60 -2.27 -0.58
O 2.72 -2.71 -0.45
N 0.66 -2.29 0.37
H -0.26 -1.91 0.20
C 0.91 -2.80 1.71
C -0.28 -3.66 2.16
C -1.20 -3.08 3.24
C -1.77 -1.69 2.93
C -0.88 -0.56 3.40
H -1.43 0.38 3.32
H -0.64 -0.71 4.46
C 0.42 -0.42 2.61
H 0.18 -0.16 1.58
C 1.32 -1.65 2.65
H 1.40 -2.03 3.67
H 2.32 -1.34 2.33
H 0.98 0.42 3.02
H -2.74 -1.60 3.43
H -1.96 -1.59 1.86
H -2.02 -3.78 3.37
H -0.67 -3.03 4.19
H 0.09 -4.61 2.54
H -0.89 -3.88 1.28
H 1.79 -3.45 1.60
H 2.58 -0.02 -0.69
H 3.21 1.98 0.45
H 3.24 3.55 1.95
H 2.65 5.21 2.12
H 3.31 5.73 -0.21
H 4.70 5.13 0.71
H 3.88 4.08 -0.45
*
```

Summary:
molar mass = 449.57 g mol⁻¹
LUMO energy = 0.616 eV
SMILES string = CCOc1ccc(N(CC(=O)NC2CCCCCC2)S(=O)(=O)c2c(C)noc2C)cc1
energy above the lowest of the compared OMol25 structures with the same formula, charge and spin = 2.714 eV
E_tot = -1795.5442 Eh